No. 1
The following is a DFT calculation (ωB97M-V/def2-TZVPD) of a 2-piece molecular cluster, C5H14N2OS overall at a distorted geometry.

HOMO (alpha / beta), eV: -6.76 / -9.11
Lowest unoccupied orbital energy (alpha / beta), eV: 0.775 / -0.630
Electronic energy, a.u.: -781.6444
HOMO-LUMO gap (alpha / beta), eV: 7.54 / 8.48

The geometry in ORCA input format:
```
! wB97M-V def2-TZVPD RIJCOSX def2/J DEFGRID3
* xyz 0 3
C -2.127 2.529 -0.776
C -1.141 -1.193 1.461
C 2.123 0.580 -0.347
C 0.420 -1.059 1.430
C 2.054 -0.954 -0.469
N -1.663 1.176 -0.629
N 0.683 -1.233 0.013
O 0.505 -2.128 -2.248
S -0.347 -1.788 -1.092
H -2.194 2.784 -1.935
H -1.372 3.317 -0.278
H -1.542 -2.196 1.639
H -1.448 -0.676 2.393
H -1.483 -0.656 0.548
H 1.563 0.801 -1.256
H 1.598 1.055 0.513
H 3.101 0.811 -0.383
H 0.735 -0.161 1.778
H 0.835 -1.756 2.163
H 2.316 -1.348 -1.509
H 2.885 -1.274 0.179
H -2.447 0.518 -0.886
H -3.055 2.852 -0.307
*
```

No. 2
The following is a DFT calculation (ωB97M-V/def2-TZVPD) of C6H10O as an isolated structure at a distorted geometry.

HOMO (alpha / beta), eV: 0.52 / -2.92
Lowest unoccupied orbital energy (alpha / beta), eV: 3.714 / 3.686
Electronic energy, a.u.: -309.6681
ΔE to the lowest compared entry with this formula, charge and spin, kcal/mol: 75.3
HOMO-LUMO gap (alpha / beta), eV: 3.19 / 6.60

The geometry in ORCA input format:
```
! wB97M-V def2-TZVPD RIJCOSX def2/J DEFGRID3
* xyz -1 2
O 3.286 -0.078 -0.843
C 2.138 -0.141 -0.223
C 0.885 0.745 -0.249
C -0.012 0.725 0.968
C -0.993 -0.401 0.824
C -3.278 -0.526 -0.233
C -1.950 -0.183 -0.373
H 2.260 -0.795 0.582
H 1.058 1.454 -1.033
H 0.974 -0.408 -0.687
H -0.385 1.756 1.036
H 0.531 0.554 1.923
H -0.589 -1.412 0.516
H -1.533 -0.676 1.751
H -3.552 -1.117 0.637
H -4.121 -0.377 -0.956
H -1.670 0.332 -1.307
*
```

No. 3
The following is a DFT calculation (ωB97M-V/def2-TZVPD) of a 4-piece molecular cluster, C23H54FO7P overall at a distorted geometry.

HOMO, eV: -7.32
Structure (SMILES): COCCC[C@](OC)([C@@H](OCCCCF)OC[C@@H](C)CC(C)C)P(C)C.CO.CO.CO
Lowest unoccupied orbital energy, eV: 0.529
Electronic energy, a.u.: -1876.4404
HOMO-LUMO gap, eV: 7.85

The geometry in ORCA input format:
```
! wB97M-V def2-TZVPD RIJCOSX def2/J DEFGRID3
* xyz 0 1
C 4.707 2.042 1.266
O 4.556 2.896 0.137
C 3.208 2.855 -0.341
C 2.966 1.501 -1.134
C 1.633 0.811 -0.677
C 1.352 -0.549 -1.433
O 1.245 -0.191 -2.806
C 1.280 -1.312 -3.678
C -0.009 -1.131 -0.855
O 0.246 -2.058 0.202
C -0.553 -3.225 0.082
C -0.750 -3.790 1.542
C -1.136 -2.676 2.577
C -0.075 -2.500 3.723
F 0.872 -1.580 3.248
O -0.860 -0.135 -0.316
C -1.803 0.359 -1.269
C -3.325 0.180 -0.805
C -3.450 -0.657 0.502
C -3.942 1.619 -0.748
C -5.258 1.776 0.092
C -5.005 1.971 1.644
C -6.352 0.681 -0.202
P 2.817 -1.674 -1.026
C 3.294 -1.588 0.779
C 2.501 -3.473 -1.446
H 3.961 2.284 2.053
H 5.757 2.130 1.609
H 4.569 0.963 0.988
H 2.470 2.994 0.485
H 3.092 3.739 -1.009
H 2.810 1.807 -2.191
H 3.866 0.870 -1.022
H 0.819 1.519 -0.971
H 1.544 0.688 0.420
H 2.336 -1.639 -3.840
H 0.919 -0.985 -4.682
H 0.633 -2.160 -3.375
H -0.520 -1.687 -1.673
H -0.013 -4.029 -0.480
H -1.537 -3.062 -0.404
H -1.555 -4.554 1.472
H 0.169 -4.311 1.891
H -1.258 -1.669 2.131
H -2.074 -2.990 3.093
H 0.394 -3.452 4.035
H -0.592 -1.988 4.565
H -1.674 -0.050 -2.294
H -1.608 1.457 -1.354
H -3.794 -0.425 -1.617
H -2.756 -1.526 0.484
H -4.470 -1.106 0.554
H -3.253 -0.090 1.433
H -3.236 2.407 -0.408
H -4.217 1.886 -1.800
H -5.715 2.743 -0.233
H -5.827 2.617 2.015
H -4.943 1.012 2.190
H -4.069 2.567 1.761
H -6.235 0.194 -1.190
H -7.350 1.174 -0.173
H -6.368 -0.061 0.630
H 4.397 -1.673 0.926
H 2.841 -2.430 1.359
H 2.982 -0.659 1.297
H 2.307 -4.078 -0.524
H 1.658 -3.655 -2.140
H 3.428 -3.865 -1.918
C -6.273 1.792 -4.728
O -5.181 2.588 -4.280
H -7.100 1.918 -4.032
H -6.588 2.112 -5.724
H -5.984 0.737 -4.753
H -4.462 2.464 -4.904
C 7.604 -0.741 0.182
O 6.907 -1.963 -0.034
H 8.280 -0.873 1.025
H 8.183 -0.477 -0.706
H 6.896 0.060 0.412
H 6.315 -1.826 -0.780
C 2.235 3.742 4.664
O 3.545 3.606 4.122
H 1.830 2.748 4.842
H 2.274 4.288 5.610
H 1.589 4.272 3.958
H 3.885 4.492 3.972
*
```

No. 4
The following is a DFT calculation (ωB97M-V/def2-TZVPD) of C17H31F5P2Tc as an isolated structure at a distorted geometry.

HOMO (alpha / beta), eV: -14.38 / -14.87
Lowest unoccupied orbital energy (alpha / beta), eV: -7.113 / -8.453
Electronic energy, a.u.: -1928.2056
ΔE to the lowest compared entry with this formula, charge and spin, kcal/mol: 103.0
HOMO-LUMO gap (alpha / beta), eV: 7.27 / 6.41

The geometry in ORCA input format:
```
! wB97M-V def2-TZVPD RIJCOSX def2/J DEFGRID3
* xyz 2 4
P -1.903 2.281 -2.001
P 1.406 0.131 2.186
C 0.481 1.100 -1.634
C 1.427 0.526 -0.875
H 0.329 2.164 -1.516
H 0.099 0.675 -2.583
H 1.652 -0.465 -0.386
H 2.412 0.721 -1.248
C 2.917 1.001 1.876
H 2.971 1.826 2.593
H 2.914 1.385 0.848
H 3.750 0.320 2.018
C 0.943 -0.251 3.875
H 1.386 -1.215 4.159
H -0.155 -0.307 3.962
H 1.321 0.548 4.526
C -1.457 2.148 -3.728
H -2.128 2.856 -4.232
H -1.617 1.103 -4.011
H -0.396 2.420 -3.827
C -3.277 1.098 -1.828
H -3.640 1.037 -0.789
H -2.916 0.109 -2.148
H -4.058 1.479 -2.504
Tc 0.204 -0.901 0.390
C 0.460 -2.485 1.645
C 1.735 -1.906 1.225
C 2.534 -2.431 0.052
C 1.718 -2.926 -1.156
C 0.480 -2.070 -1.340
C -0.784 -2.261 -0.734
C -1.120 -3.489 0.098
C -0.009 -3.796 1.089
C -2.237 4.052 -1.888
H 0.072 -2.251 2.657
H 2.432 -1.756 2.070
H 3.204 -3.217 0.410
H 3.215 -1.636 -0.281
H 2.362 -2.829 -2.040
H 1.570 -4.015 -1.098
H 0.409 -1.721 -2.389
H -1.632 -1.694 -1.146
H -1.332 -4.323 -0.567
H -2.048 -3.273 0.642
H -0.381 -4.386 1.920
H 0.828 -4.346 0.670
H -2.656 4.384 -0.928
H -2.927 4.227 -2.717
H -1.295 4.589 -2.066
F 0.117 2.534 0.443
C -0.456 1.763 1.427
F 0.505 2.014 2.498
C -1.603 2.623 1.951
F -2.790 2.576 1.299
F -1.842 2.322 3.253
F -1.196 3.939 1.877
*
```

No. 5
The following is a DFT calculation (ωB97M-V/def2-TZVPD) of one molecule with the formula C5H10N2O2 at a distorted geometry.

HOMO, eV: -8.00
Structure (SMILES): C/C(=C\N(C)N)C(=O)O
Lowest unoccupied orbital energy, eV: 0.800
Electronic energy, a.u.: -456.4229
ΔE to the lowest compared entry with this formula, charge and spin, kcal/mol: 82.4
HOMO-LUMO gap, eV: 8.80

The geometry in ORCA input format:
```
! wB97M-V def2-TZVPD RIJCOSX def2/J DEFGRID3
* xyz 0 1
C -0.133 2.683 -0.176
C 0.415 -1.490 1.113
N -0.693 1.399 0.183
C 0.503 -1.960 -1.571
C 0.179 -0.923 -0.235
N -1.007 1.274 1.518
C -0.378 0.144 -0.731
O 0.922 -3.167 -1.110
O 0.395 -1.751 -2.757
H 1.082 -3.752 -1.871
H -1.998 1.417 1.682
H -0.278 1.573 2.167
H -0.449 0.418 -1.769
H 0.071 2.713 -1.243
H 0.796 2.895 0.374
H -0.847 3.475 0.075
H -0.001 -0.844 1.883
H 1.482 -1.635 1.283
H -0.061 -2.467 1.187
*
```

No. 6
The following is a DFT calculation (ωB97M-V/def2-TZVPD) of C4H6N4 as an isolated structure at a distorted geometry.

HOMO, eV: -8.93
Lowest unoccupied orbital energy, eV: -0.616
Electronic energy, a.u.: -374.6365
ΔE to the lowest compared entry with this formula, charge and spin, kcal/mol: 266.6
HOMO-LUMO gap, eV: 8.31

The geometry in ORCA input format:
```
! wB97M-V def2-TZVPD RIJCOSX def2/J DEFGRID3
* xyz 0 1
C 1.827 0.093 -0.377
C -0.428 -0.694 0.019
C -1.717 -0.176 0.301
C -3.004 -0.066 0.203
H 0.954 2.158 0.942
H -0.632 2.385 -0.972
H 2.335 1.085 -0.595
H 2.015 -1.691 1.012
H 0.317 -2.601 -0.696
H -4.102 0.169 0.039
N -0.040 1.712 0.181
N 0.574 0.315 -0.428
N 2.457 -0.709 0.585
N -0.556 -1.980 -0.215
*
```

No. 7
The following is a DFT calculation (ωB97M-V/def2-TZVPD) of C4H6N2 as an isolated structure at a distorted geometry.

HOMO, eV: -9.74
Lowest unoccupied orbital energy, eV: 0.403
Electronic energy, a.u.: -265.3673
ΔE to the lowest compared entry with this formula, charge and spin, kcal/mol: 105.6
HOMO-LUMO gap, eV: 10.14

The geometry in ORCA input format:
```
! wB97M-V def2-TZVPD RIJCOSX def2/J DEFGRID3
* xyz 0 1
N -1.169 -2.069 -0.742
C -1.190 -0.969 -1.115
C -0.976 0.352 -1.069
N -0.293 0.659 0.649
C 1.172 0.777 0.628
C 0.481 -0.353 1.176
H -0.265 0.654 -1.836
H -1.919 0.883 -1.110
H 1.589 1.526 1.291
H 1.647 0.652 -0.341
H 0.592 -1.366 0.298
H 0.331 -0.746 2.170
*
```

No. 8
The following is a DFT calculation (ωB97M-V/def2-TZVPD) of one molecule with the formula C5H10O2.

HOMO, eV: -9.75
Structure (SMILES): OC[C@H]1CCCO1
Lowest unoccupied orbital energy, eV: 0.989
Electronic energy, a.u.: -346.9769
ΔE to the lowest compared entry with this formula, charge and spin, kcal/mol: 30.5
HOMO-LUMO gap, eV: 10.74

The geometry in ORCA input format:
```
! wB97M-V def2-TZVPD RIJCOSX def2/J DEFGRID3
* xyz 0 1
O 2.739 -0.049 -0.552
C 1.688 -0.675 0.138
C 0.370 -0.491 -0.606
C -0.862 -0.947 0.201
C -1.739 0.313 0.278
C -0.714 1.427 0.089
O 0.201 0.909 -0.864
H 2.386 0.817 -0.809
H 1.581 -0.271 1.162
H 1.932 -1.739 0.227
H 0.442 -0.975 -1.586
H -0.562 -1.273 1.204
H -1.379 -1.784 -0.276
H -2.290 0.395 1.219
H -2.460 0.332 -0.546
H -0.205 1.659 1.038
H -1.128 2.353 -0.318
*
```